Entry 1:
{
  "formula": "C4H8O",
  "method": "ωB97M-V/def2-TZVPD",
  "symbols": ["C", "C", "C", "C", "O", "H", "H", "H", "H", "H", "H", "H", "H"],
  "xyz": [[-0.3085, 2.3728, 0.7583], [-0.2631, 0.8119, 0.4904], [0.6050, 0.1200, -0.2960], [0.6529, -1.3869, -0.0298], [-0.6899, -1.9283, -0.7894], [-0.7933, 2.9886, -0.1179], [0.7502, 2.7721, 0.7971], [-0.9791, 2.6549, 1.5442], [-0.8058, -0.0129, 0.9773], [1.4310, 0.5494, -0.8867], [1.4843, -1.6213, -0.7415], [0.8566, -1.6857, 0.9916], [-0.5421, -1.7259, -1.7862]],
  "forces_ev_per_a": [[-0.025, -0.386, -3.040], [1.474, 0.145, -0.866], [-0.194, 0.998, 2.382], [-0.870, 1.132, -5.564], [2.657, 0.563, -0.018], [0.915, -1.501, 1.119], [-1.345, -0.467, 0.496], [0.260, -0.085, 0.977], [-0.811, 1.492, 0.657], [-0.621, -0.060, 0.122], [-0.473, -1.032, 1.116], [-0.901, -0.440, -0.109], [-0.066, -0.360, 2.727]],
  "mulliken_charge": [-0.982, -0.115, -0.176, -0.562, -0.541, 0.241, 0.256, 0.314, 0.304, 0.322, 0.263, 0.375, 0.303],
  "charge": 0,
  "homo_energy_ev": -9.146,
  "multiplicity": 1,
  "smiles": "C/C=C/CO",
  "homo_lumo_gap_ev": 10.115
}

Entry 2:
{
  "formula": "C4H4S",
  "method": "ωB97M-V/def2-TZVPD",
  "symbols": ["C", "C", "C", "S", "C", "H", "H", "H", "H"],
  "xyz": [[-0.3519, 0.6698, -0.6413], [-0.3558, -0.6616, -0.6438], [0.7401, -0.8171, 0.3825], [2.2343, 0.0003, -0.2297], [0.7438, 0.8123, 0.3913], [-0.8521, 1.4268, -1.2131], [-0.8750, -1.4081, -1.2135], [0.7986, -1.4744, 1.2289], [0.7931, 1.4553, 1.2478]],
  "forces_ev_per_a": [[-0.236, -0.076, 0.158], [-0.330, 0.099, 0.097], [0.391, 2.629, -0.170], [0.141, -0.004, 0.161], [0.328, -2.663, -0.259], [-0.126, 0.115, -0.239], [-0.081, -0.123, -0.237], [-0.055, 0.012, 0.235], [-0.034, 0.011, 0.255]],
  "mulliken_charge": [-0.421, -0.416, -0.344, -0.125, -0.335, 0.397, 0.399, 0.423, 0.422],
  "charge": 0,
  "homo_energy_ev": -8.724,
  "multiplicity": 1,
  "smiles": "C1=C[C@H]2S[C@@H]12",
  "homo_lumo_gap_ev": 9.499
}

Entry 3:
{
  "formula": "CH2FN5",
  "method": "ωB97M-V/def2-TZVPD",
  "symbols": ["C", "N", "N", "N", "N", "N", "F", "H", "H"],
  "xyz": [[0.7365, 1.7114, -0.1890], [0.7408, 2.7110, -0.7242], [0.8529, 0.6569, 0.5793], [0.1134, -0.3013, 0.7140], [-0.6438, -0.2244, -1.2555], [0.0617, -0.8856, 1.8598], [-0.4950, -2.0603, 1.9241], [0.1241, -0.8154, -1.5563], [-1.4907, -0.7922, -1.3522]],
  "forces_ev_per_a": [[-0.702, -2.023, 1.010], [0.134, 2.385, -1.383], [2.603, 1.175, 1.172], [-1.744, -1.937, -0.393], [-0.473, -0.408, 1.275], [1.033, 3.329, -0.341], [-1.111, -2.006, -1.251], [0.194, -0.370, -0.180], [0.066, -0.145, 0.090]],
  "mulliken_charge": [0.535, -0.377, -0.341, 0.636, -0.465, -0.417, -0.103, 0.273, 0.259],
  "charge": 0,
  "homo_energy_ev": [-9.883, -9.851],
  "multiplicity": 1,
  "homo_lumo_gap_ev": [7.837, 6.878]
}

Entry 4:
{
  "formula": "CH5N2S2",
  "method": "ωB97M-V/def2-TZVPD",
  "symbols": ["C", "N", "N", "S", "S", "H", "H", "H", "H", "H"],
  "xyz": [[-1.8568, -0.2892, -2.1228], [0.6482, -0.0891, 0.4311], [-1.2203, 0.3217, -1.2358], [-3.0716, -0.0965, -3.3476], [-1.6711, -1.6318, -3.1817], [0.5288, -0.8319, 1.0893], [-0.2525, 0.0076, -0.1682], [-1.7062, 1.0063, -0.6796], [0.6566, 0.7041, 1.0371], [1.2727, -0.2268, -0.4189]],
  "forces_ev_per_a": [[-0.208, 0.204, -1.669], [-0.229, -0.507, -1.184], [-0.227, -0.608, 1.272], [-0.745, 0.554, 0.473], [0.747, -0.581, 0.223], [0.482, -1.346, -0.092], [-0.376, -0.336, -0.339], [-0.659, 0.876, -0.720], [1.150, 1.320, -0.209], [0.064, 0.424, 2.245]],
  "mulliken_charge": [0.392, -0.514, -0.604, -0.011, -0.035, 0.356, 0.395, 0.259, 0.358, 0.404],
  "charge": 1,
  "homo_energy_ev": -12.738,
  "multiplicity": 1,
  "homo_lumo_gap_ev": 8.547
}

Entry 5:
{
  "formula": "C4H7N2S",
  "method": "ωB97M-V/def2-TZVPD",
  "symbols": ["C", "C", "C", "C", "N", "N", "S", "H", "H", "H", "H", "H", "H", "H"],
  "xyz": [[2.1260, 1.0033, -0.3999], [0.7877, 1.1076, 0.0142], [-1.6439, -0.9772, -0.5241], [-1.0674, -0.2774, 0.7083], [2.7595, -0.0931, -0.0788], [0.2530, 0.0097, 0.5672], [1.9307, -1.2489, 0.5341], [2.7355, 1.8958, -0.6418], [0.1783, 1.9747, -0.0656], [-1.2511, -0.4466, -1.4239], [-2.8022, -0.9863, -0.6022], [-1.2341, -1.9930, -0.5422], [-1.2172, -0.7360, 1.6239], [-1.5547, 0.7674, 0.8306]],
  "forces_ev_per_a": [[2.097, 1.633, 0.818], [-1.362, -3.033, 1.154], [-0.894, 0.041, -0.776], [-3.942, 2.572, -0.669], [-0.443, 0.219, -0.446], [7.224, 0.783, -2.100], [-2.858, 1.181, 0.318], [-0.602, -0.754, -0.393], [-0.353, 0.643, -0.255], [-0.418, -0.386, 0.555], [2.115, -0.019, 0.489], [-0.385, 0.023, -0.170], [-0.548, -1.367, 1.664], [0.369, -1.534, -0.188]],
  "mulliken_charge": [-0.424, 0.322, -0.911, -0.418, -0.159, -0.153, 0.359, 0.356, 0.416, 0.292, 0.324, 0.321, 0.370, 0.304],
  "charge": 1,
  "homo_energy_ev": -15.003,
  "multiplicity": 1,
  "homo_lumo_gap_ev": 9.049
}

Entry 6:
{
  "formula": "C4H6MgO5Pm",
  "method": "ωB97M-V/def2-TZVPD",
  "symbols": ["C", "O", "O", "Mg", "O", "O", "C", "C", "O", "C", "Pm", "H", "H", "H", "H", "H", "H"],
  "xyz": [[-0.8836, 2.7052, 1.8101], [-0.5906, 1.5651, 2.0026], [-1.7462, 3.4013, 1.4537], [-1.6559, -0.2857, 1.5527], [1.8100, 0.7967, 7.1921], [-0.0148, 2.8739, 5.1757], [0.9002, 3.8374, 4.8359], [1.9540, 3.7919, 5.9503], [2.5741, 2.5048, 5.8875], [2.7697, 1.7504, 7.1299], [0.6634, 0.9305, 5.5124], [0.1114, 4.5470, 4.1499], [1.5428, 4.0054, 3.9437], [1.4710, 3.9039, 6.9356], [2.7173, 4.5683, 5.7923], [3.7898, 1.3324, 7.0447], [2.7363, 2.4798, 7.9617]],
  "forces_ev_per_a": [[-5.285, -0.844, -1.745], [2.413, -0.372, 0.924], [2.761, 1.164, 0.877], [-0.115, -0.016, -0.319], [-0.606, -0.504, -0.102], [-0.319, -3.185, -0.840], [-1.072, 2.797, -2.195], [-0.422, 2.716, 0.886], [-0.787, -0.937, -0.950], [1.594, 1.410, 0.704], [0.175, 0.446, 0.186], [1.815, 0.582, 3.391], [0.348, -2.713, -0.651], [0.278, 0.078, -0.258], [-0.178, -0.285, 0.263], [-0.514, 0.083, 0.071], [-0.087, -0.421, -0.245]],
  "mulliken_charge": [0.817, -0.264, -0.180, 0.612, -0.587, -0.679, -0.373, -0.371, -0.508, -0.102, 1.797, 0.301, 0.230, 0.341, 0.352, 0.266, 0.346],
  "charge": 2,
  "homo_energy_ev": [-15.769, -15.811],
  "multiplicity": 6,
  "homo_lumo_gap_ev": [6.881, 6.103]
}

Entry 7:
{
  "formula": "C7H5Br2ClN2O3",
  "method": "ωB97M-V/def2-TZVPD",
  "symbols": ["C", "C", "C", "C", "C", "C", "C", "N", "N", "O", "O", "O", "Cl", "Br", "Br", "H", "H", "H", "H", "H"],
  "xyz": [[0.4229, -0.2556, 1.5697], [-0.5982, 0.6007, 1.1637], [1.3274, -0.8107, 0.7258], [-0.0778, 0.0165, -1.0809], [-1.0078, 0.6236, -0.2089], [1.0826, -0.6331, -0.6321], [-3.2880, 0.9860, -0.0557], [-0.3132, -0.1838, -2.4241], [-3.4477, -2.9474, 0.6669], [-2.4202, -3.4828, 1.0052], [-4.2527, -3.3026, -0.1552], [-2.1689, 1.1240, -0.7029], [2.1422, -1.2784, -1.9198], [-4.7191, 1.6226, -1.1686], [-3.5355, -0.6724, 1.0157], [0.7547, -0.2888, 2.6189], [-1.3013, 1.1079, 1.9454], [2.0054, -1.5422, 1.0345], [-1.1943, 0.1822, -2.7999], [0.4526, -0.1783, -3.1274]],
  "forces_ev_per_a": [[0.280, 1.954, 2.183], [-2.805, 0.345, 0.265], [-0.965, -0.314, -2.969], [-0.150, -0.512, -1.531], [3.528, -1.315, 2.285], [0.509, 0.063, 0.332], [-1.182, 0.079, 0.661], [-1.278, 1.019, -1.858], [0.327, -1.735, -0.677], [-0.720, 0.402, -0.041], [0.375, 0.132, 0.585], [0.345, 0.316, -0.951], [-0.250, 0.096, 1.317], [0.316, -0.372, 0.480], [-0.200, 1.486, -0.530], [-0.870, -0.012, -0.292], [1.566, -0.972, -1.500], [1.378, -0.551, 0.578], [0.706, -0.094, 0.348], [-0.911, -0.016, 1.315]],
  "mulliken_charge": [-0.424, -0.335, -0.536, 0.356, 0.018, 0.506, 0.119, -0.531, 0.529, -0.394, -0.409, -0.288, -0.246, -0.086, 0.129, 0.355, 0.375, 0.451, 0.209, 0.201],
  "charge": 0,
  "homo_energy_ev": [-8.651, -8.245],
  "multiplicity": 1,
  "homo_lumo_gap_ev": [7.655, 6.437]
}

Entry 8:
{
  "formula": "C2H5O2S2",
  "method": "ωB97M-V/def2-TZVPD",
  "symbols": ["C", "S", "S", "H", "H", "H", "H", "O", "C", "O", "H"],
  "xyz": [[-0.1584, 1.8159, -0.7073], [0.0259, 0.5433, -2.0317], [-0.0353, -1.2897, -1.1842], [-0.2555, 1.3022, 0.2788], [0.7414, 2.3888, -0.6281], [-1.0875, 2.3227, -1.0394], [-0.0783, -0.9627, 0.2045], [-1.0174, -0.3028, 2.7310], [0.2085, 0.0020, 2.7534], [1.0156, -0.2680, 1.8585], [0.5451, 0.5492, 3.6454]],
  "forces_ev_per_a": [[-1.088, -1.579, 0.217], [0.333, 1.506, -0.500], [-0.260, -1.105, 1.900], [-0.296, 0.338, -0.763], [0.293, 0.648, -0.306], [0.824, 0.217, 0.764], [0.385, -0.059, -1.064], [0.519, 0.459, 0.439], [-2.342, -0.804, -0.344], [1.245, 0.116, -0.733], [0.389, 0.262, 0.391]],
  "mulliken_charge": [-0.459, -0.120, -0.273, 0.046, 0.226, 0.247, 0.245, -0.684, -0.005, -0.622, 0.400],
  "charge": -1,
  "homo_energy_ev": -4.133,
  "multiplicity": 1,
  "homo_lumo_gap_ev": 7.447
}

Number 1: electronic energy -6322.3074 eV. Number 2: electronic energy -15044.9950 eV. Number 3: electronic energy -11228.6146 eV. Number 4: electronic energy -25760.5386 eV. Number 5: electronic energy -18067.7276 eV. Number 6: electronic energy -36462.1590 eV. Number 7: electronic energy -169063.3345 eV. Number 8: electronic energy -27921.6692 eV.